Entry 1:
Molecular formula: C33H42Cl2F4MoN3OTe
Method: DFT, the ωB97M-V functional and the def2-TZVPD basis

Geometry as XYZ:
```
87
Properties=species:S:1:pos:R:3:forces:R:3:lowdin_spin:R:1
Mo -2.692 0.579 -0.200 -0.2 -0.1 0.0 2.680
C -0.858 3.902 2.195 0.0 0.0 0.0 0.005
C -1.146 2.590 1.483 0.0 0.0 0.0 0.020
N -2.262 2.625 0.490 0.0 0.0 0.0 0.019
C -2.005 3.613 -0.605 0.0 0.0 0.0 0.019
C -0.622 3.533 -1.224 0.0 0.0 0.0 0.001
C -3.561 2.979 1.136 0.0 0.0 0.0 0.018
C -3.985 1.914 2.123 0.0 0.0 0.0 0.010
N -3.781 0.610 1.476 0.0 0.0 -0.1 -0.019
C -4.162 -0.525 2.215 0.0 0.0 0.0 0.007
C -3.294 -1.612 2.304 0.0 0.0 0.0 -0.001
F -2.099 -1.546 1.658 0.0 0.0 0.0 0.034
C -3.602 -2.754 3.013 0.0 0.0 0.0 0.001
F -2.711 -3.744 3.050 0.0 0.0 0.0 0.001
C -4.810 -2.868 3.672 0.0 0.0 0.0 -0.005
C -5.694 -1.811 3.585 0.0 0.0 0.0 0.001
F -6.878 -1.883 4.179 0.0 0.0 0.0 0.001
C -5.387 -0.667 2.865 0.0 0.0 0.0 -0.004
F -6.310 0.298 2.762 0.0 0.0 0.0 -0.001
H -0.003 3.755 2.855 0.0 0.0 0.0 0.000
H -1.688 4.235 2.816 0.0 0.0 0.0 0.000
H -0.600 4.704 1.502 0.0 0.0 0.0 0.000
H -1.391 1.816 2.212 0.0 0.0 0.0 0.005
H -0.262 2.253 0.943 0.0 0.0 0.0 0.004
H -2.179 4.615 -0.204 0.0 0.0 0.0 0.001
H -2.772 3.440 -1.363 0.0 0.0 0.0 0.006
H 0.157 3.876 -0.544 0.0 0.0 0.0 0.000
H -0.598 4.182 -2.099 0.0 0.0 0.0 0.000
H -0.383 2.521 -1.546 0.0 0.0 0.0 0.001
H -4.300 3.046 0.333 0.0 0.0 0.0 0.004
H -3.501 3.961 1.608 0.0 0.0 0.0 0.001
H -5.031 2.080 2.377 0.0 0.0 0.0 -0.002
H -3.416 1.970 3.057 0.0 0.0 0.0 0.000
H -5.061 -3.758 4.231 0.0 0.0 0.0 0.000
Cl -5.602 0.733 -1.711 0.0 0.0 0.0 0.047
C -5.628 -0.881 -1.024 0.0 0.0 0.0 0.010
Cl -3.966 -1.585 -1.002 0.0 0.0 0.0 0.031
H -6.231 -1.538 -1.641 0.0 0.0 0.0 0.000
H -5.968 -0.838 0.005 0.0 0.0 0.0 0.000
C -0.816 0.104 -3.959 0.0 0.0 0.0 0.008
C -0.599 -0.133 -2.497 -0.1 0.0 -0.1 0.076
O 0.572 -0.806 -2.292 0.0 0.1 0.0 0.031
N -1.361 0.250 -1.574 0.1 -0.1 0.1 -0.028
Te 1.053 -1.366 -0.478 0.0 0.0 0.0 0.006
C 2.518 -2.680 -1.182 0.0 0.0 0.0 0.001
C 3.811 -2.704 -0.639 0.0 0.0 0.0 0.000
C 4.261 -1.901 0.556 0.0 0.0 0.0 0.000
C 4.722 -3.580 -1.213 0.0 0.0 0.0 0.000
C 4.383 -4.426 -2.263 0.0 0.0 0.0 0.000
C 5.395 -5.346 -2.877 0.0 0.0 0.0 0.000
C 3.065 -4.428 -2.710 0.0 0.0 0.0 0.000
C 2.108 -3.580 -2.178 0.0 0.0 0.0 0.000
C 0.691 -3.689 -2.679 0.0 0.0 0.0 0.000
C 2.113 0.351 0.057 0.0 0.0 0.0 0.001
C 1.902 0.784 1.375 0.0 0.0 0.0 0.000
C 1.058 0.019 2.363 0.0 0.0 0.0 0.002
C 2.543 1.942 1.790 0.0 0.0 0.0 0.000
C 3.368 2.667 0.936 0.0 0.0 0.0 0.000
C 4.050 3.923 1.394 0.0 0.0 0.0 0.000
C 3.571 2.187 -0.354 0.0 0.0 0.0 0.000
C 2.982 1.018 -0.820 0.0 0.0 0.0 0.000
C 3.402 0.514 -2.175 0.0 0.0 0.0 0.000
H -0.719 -0.829 -4.513 0.0 0.0 0.0 0.003
H -0.048 0.786 -4.329 0.0 0.0 0.0 0.003
H -1.797 0.539 -4.126 0.0 0.0 0.0 0.000
H 3.478 -1.788 1.307 0.0 0.0 0.0 0.000
H 4.608 -0.905 0.282 0.0 0.0 0.0 0.000
H 5.088 -2.416 1.041 0.0 0.0 0.0 0.000
H 5.725 -3.621 -0.807 0.0 0.0 0.0 0.000
H 6.331 -5.340 -2.323 0.0 0.0 0.0 0.000
H 5.606 -5.044 -3.904 0.0 0.0 0.0 0.000
H 5.020 -6.369 -2.910 0.0 0.0 0.0 0.000
H 2.768 -5.128 -3.483 0.0 0.0 0.0 0.000
H 0.492 -4.712 -2.994 0.0 0.0 0.0 0.000
H 0.516 -3.033 -3.532 0.0 0.0 0.0 0.000
H -0.051 -3.449 -1.911 0.0 0.0 0.0 0.000
H 0.041 -0.157 2.002 0.0 0.0 0.0 0.003
H 0.982 0.567 3.301 0.0 0.0 0.0 0.000
H 1.497 -0.954 2.604 0.0 0.0 0.0 0.000
H 2.405 2.281 2.811 0.0 0.0 0.0 0.000
H 3.763 4.188 2.410 0.0 0.0 0.0 0.000
H 3.807 4.758 0.736 0.0 0.0 0.0 0.000
H 5.133 3.799 1.369 0.0 0.0 0.0 0.000
H 4.238 2.726 -1.018 0.0 0.0 0.0 0.000
H 3.627 1.352 -2.832 0.0 0.0 0.0 0.000
H 2.664 -0.112 -2.664 0.0 0.0 0.0 0.000
H 4.319 -0.073 -2.077 0.0 0.0 0.0 0.000
```
Positions in Å, forces in eV/Å.

**Spin multiplicity**: 4
**Energy relative to the best compared isomer or geometry (same formula, charge and spin)**: 0.0 kcal per mole
**Strongest force on any atom**: 0.2 eV/A
**LUMO level (alpha / beta)**: -0.2286 / -0.2231 Eh
**Net charge**: +2

=====

Entry 2:
Molecular formula: C5H9N
Method: DFT, the ωB97M-V functional and the def2-TZVPD basis

Geometry as XYZ:
```
15
Properties=species:S:1:pos:R:3:forces:R:3:nbo_charge:R:1
C -0.695 1.492 -0.300 0.2 0.0 0.1 -0.668
C -0.802 0.068 0.182 0.4 -0.2 0.0 0.004
C -0.873 -0.971 -0.794 0.6 -0.1 0.2 -0.713
C 1.312 -0.166 1.306 -0.5 0.0 -0.2 -0.606
C 1.796 -0.802 0.195 -0.1 -0.3 -0.7 0.319
N 1.801 -1.384 -0.836 0.4 0.3 0.7 -0.472
H -0.028 2.082 0.327 -0.1 0.1 0.0 0.220
H -1.674 1.991 -0.290 0.1 -0.2 0.0 0.229
H -0.322 1.523 -1.329 0.0 0.0 0.2 0.218
H -1.221 -0.087 1.171 0.0 0.0 -0.2 0.209
H -1.115 -0.652 -1.813 0.0 0.1 0.2 0.235
H -1.394 -1.887 -0.494 0.3 0.2 -0.1 0.231
H 0.383 -1.288 -1.013 -1.1 0.1 0.1 0.323
H 1.251 -0.790 2.201 -0.2 0.2 -0.2 0.238
H 1.579 0.873 1.486 -0.1 -0.2 -0.2 0.232
```
Positions in Å, forces in eV/Å.

**Energy relative to the best compared isomer or geometry (same formula, charge and spin)**: 73.6 kcal per mole
**Strongest force on any atom**: 1.1 eV/A
**LUMO level**: 0.0277 Eh